# 1
The following is a quantum chemistry calculation of a molecular structure, C37H30ClN5O4PdSi, from the OMol25 dataset.

```
79
C37H30ClN5O4PdSi wB97M-V/def2-TZVPD
Pd 0.66407 1.00107 0.01586
Cl 0.71443 3.30205 -2.16586
Si 0.80561 -1.41067 -0.25984
O 0.47384 1.85856 -2.26687
O 0.87978 3.60030 -0.75233
O 1.89116 3.64228 -2.88575
O -0.43553 3.99410 -2.66643
N 3.06156 1.53679 0.06152
N -8.14723 5.08818 -4.25318
N -3.48605 1.84257 -0.55739
N 1.29125 1.16804 2.12718
N -1.50476 1.25560 0.19303
C 0.42702 1.07145 3.10980
C 1.67942 -2.76827 3.57605
C 1.77482 -2.27463 2.28392
C 0.46061 -3.22764 4.05852
C -6.72991 2.74759 -2.08611
C 0.66476 -2.23384 1.43103
C -0.65571 -3.19119 3.23443
C -2.60045 -3.02556 -3.06191
C 0.80258 0.78297 4.43246
C -1.97737 -3.87824 -2.15936
C -5.04220 4.28445 -2.85522
C 3.53666 1.09369 1.30418
C -0.97583 -3.39699 -1.32935
C 3.29780 -2.87602 -0.64618
C -0.57757 -2.05721 -1.37258
C -0.55028 -2.70291 1.93896
C -2.15282 2.08039 -0.59273
C -2.21124 -1.69589 -3.13090
C -2.45019 0.43691 0.76625
C 2.61309 0.97615 2.38204
C 4.98673 -2.23727 -2.23468
C -7.35308 4.53799 -3.63114
C -6.36563 3.85154 -2.85043
C 4.19583 -1.16527 -2.63187
C 2.96688 -0.94942 -2.02661
C 4.42708 0.24591 3.84101
C 4.83520 0.70050 1.50544
C -3.68082 0.78844 0.31683
C 3.07050 0.59995 3.66182
C -5.78049 2.08367 -1.33126
C -4.09180 3.62622 -2.09859
C 2.49400 -1.79836 -1.01784
C 4.53317 -3.09384 -1.24326
C 2.11738 0.53416 4.70117
C 5.27474 0.26435 2.77023
C -1.21166 -1.22009 -2.29202
C -4.46192 2.52299 -1.33282
H -0.90973 -0.18097 -2.37010
H 2.73813 -1.91599 1.93185
H 0.38277 -3.61474 5.06692
H -1.61006 -3.55557 3.59526
H 4.53503 -0.49827 -3.41515
H -2.17635 -0.35790 1.43984
H -4.75500 5.13906 -3.45158
H -6.07854 1.22244 -0.75234
H 3.72521 1.45107 -0.69680
H 2.62810 2.45983 0.05252
H -3.38038 -3.40006 -3.71322
H 5.13835 -3.93837 -0.93670
H -0.61456 1.21596 2.84999
H 6.30892 -0.03189 2.88692
H 2.55994 -2.79291 4.20782
H -7.75618 2.40820 -2.08461
H 5.53787 0.74408 0.68209
H -3.07071 3.98012 -2.11944
H -4.65161 0.38736 0.53731
H -2.26745 -4.92050 -2.10753
H 5.94884 -2.40697 -2.70172
H 2.36416 -0.10171 -2.34108
H 2.95763 -3.56389 0.11985
H -1.43220 -2.70502 1.30559
H 4.76616 -0.05575 4.82397
H 0.04288 0.73072 5.19934
H 2.44429 0.26079 5.69706
H -2.68055 -1.02634 -3.84196
H -0.49921 -4.07969 -0.63266
H -1.69322 2.83137 -1.21064
```

Summary:
⟨S²⟩: 2.006
2S+1: 3
HOMO-LUMO gap (spin up / spin down): 6.022 / 8.045 eV
LUMO level (spin up / spin down): -0.472 / -0.770 eV
Energy relative to the best compared isomer or geometry (same formula, charge and spin): 0.00 kcal per mole
Largest force on an atom: 0.01004 hartree/bohr
Charge: 0

Atom charges from the Löwdin analysis, given in e for atoms 1 to 2:
1 Pd 0.77
2 Cl 0.65


# 2
The following is a quantum chemistry calculation of 3 unconnected molecules or ions with the total composition C4H15NO3, from the OMol25 dataset.

```
23
C4H15NO3 wB97M-V/def2-TZVPD
O -0.17123 0.98662 2.27984
O -2.42143 0.41724 -0.44388
O -1.13794 -2.61941 1.60846
N 2.28069 1.01586 0.14427
C 1.93381 -0.19650 -0.58484
C 0.99823 0.02368 -1.78171
C -1.14565 -0.23982 -0.50304
C -0.29487 0.74607 -1.36951
H 1.47045 -0.86153 0.15885
H 0.80991 -0.95255 -2.27015
H 1.67150 0.50209 -2.51615
H -0.82975 1.06826 -2.28049
H 3.16557 0.97917 0.62688
H 2.21980 1.88292 -0.36452
H -0.26554 1.79210 2.78905
H -1.13450 -1.19223 -1.02351
H 2.74943 -0.82787 -0.91078
H 0.60370 0.86515 1.70819
H -0.74543 -1.74778 1.46546
H -0.02995 1.63470 -0.80305
H -1.77115 -2.80190 0.91725
H -0.68103 -0.10200 0.48098
H -3.01772 0.05656 -1.08120
```

Summary:
HOMO-LUMO gap: 10.323 eV
Structure (SMILES): NCCCCO.O.O
LUMO level: 0.766 eV
Energy relative to the best compared isomer or geometry (same formula, charge and spin): 31.10 kcal per mole
Largest force on an atom: 0.07489 hartree/bohr
Charge: 0

Atom charges from the Löwdin analysis, given in e for atoms 1 to 2:
1 O -0.06
2 O -0.06


# 3
The following is a quantum chemistry calculation of C14H11Cl2N3O in the gas phase, from the OMol25 dataset.

```
31
C14H11Cl2N3O wB97M-V/def2-TZVPD
Cl -7.14835 0.33693 -0.09864
Cl -5.18079 2.48136 1.07072
O -1.53013 -2.57753 0.87065
N 5.83332 0.93994 0.37016
N 0.52863 -1.70617 0.81574
N 1.38978 -0.76714 0.41312
C 3.57038 0.15690 0.32852
C 4.91124 0.06412 0.71443
C -3.20259 0.84529 0.25791
C -3.56952 -1.24210 -0.85609
C -1.21000 -0.52678 -0.39385
C 2.61593 -0.84447 0.74775
C 5.47432 1.96614 -0.38270
C -5.44405 0.09726 -0.18645
C -2.69070 -0.29666 -0.34057
C -4.93537 -1.04948 -0.77736
C -4.57133 1.04805 0.33176
C 3.20626 1.24674 -0.46857
C 4.17308 2.16459 -0.82873
C -0.80152 -1.69694 0.48409
H -2.54136 1.59076 0.67245
H 3.92857 3.01765 -1.44239
H 0.85157 -2.48302 1.39997
H 2.99743 -1.66746 1.36329
H -5.61754 -1.78563 -1.17181
H 2.18039 1.34793 -0.78706
H -0.65648 0.35649 -0.07798
H 5.25336 -0.75796 1.33116
H -0.89837 -0.77486 -1.41212
H -3.18307 -2.14072 -1.30960
H 6.26693 2.65676 -0.63777
```

Summary:
HOMO-LUMO gap: 8.815 eV
Structure (SMILES): O=C(Cc1ccc(Cl)c(Cl)c1)N/N=C/c1cccnc1
LUMO level: -0.179 eV
Largest force on an atom: 0.02418 hartree/bohr
Charge: 0

Atom charges from the Löwdin analysis, given in e for atoms 1 to 2:
1 Cl 0.67
2 Cl 0.68


Q: Look up the largest force on an atom of the second one.
A: 0.07489 hartree/bohr


Q: What is the formula in the third record?
A: C14H11Cl2N3O